141
Properties=species:S:1:pos:R:3:forces:R:3 method="wB97M-V/def2-TZVPD" e_tot_ev=-74792.1758 e_homo_ev="-10.037 / -10.037" s_squared=0.754 charge=+1 multiplicity=2
O -0.32060 -4.76912 4.04292 -0.664 0.168 -0.416
H -0.54904 -4.79089 4.97220 -0.016 -0.005 0.170
H 0.55767 -5.14764 4.00275 0.486 -0.035 0.205
O 5.76508 -0.75344 2.12893 -0.001 0.310 -0.043
H 5.26010 -0.97036 1.34524 -0.100 -0.062 -0.177
H 6.27380 -1.54312 2.31284 0.123 -0.197 0.169
O 2.39533 -4.91031 4.72439 0.047 -0.345 -0.197
H 2.73294 -4.06025 4.44215 0.139 0.439 -0.017
H 2.57078 -4.93793 5.66497 0.068 -0.026 0.243
O 3.47033 -1.19863 4.73338 0.182 -0.841 0.505
H 3.09151 -1.15104 3.85562 -0.158 -0.035 -0.715
H 3.48176 -0.29172 5.03933 0.120 0.239 0.133
O 3.06429 1.22113 5.77699 -0.203 0.434 0.014
H 3.30238 2.14814 5.76282 0.218 0.285 -0.049
H 2.71461 1.07657 6.65622 -0.116 -0.183 0.271
O -4.68260 1.99849 3.78663 -0.167 0.034 -0.185
H -3.94972 2.60783 3.87512 0.173 0.222 0.049
H -4.34928 1.17041 4.13220 0.020 -0.251 0.121
O -0.32973 -4.47415 -2.47744 0.011 -0.125 0.218
H -0.17464 -3.52959 -2.47638 0.114 0.286 0.064
H -0.40193 -4.70445 -3.40371 -0.070 -0.138 -0.265
C -0.72244 0.73361 -3.20327 -0.538 0.519 -0.816
O -2.04883 1.04385 -2.73577 1.425 0.303 -0.983
C -2.35396 0.12091 -1.76521 -2.211 -1.040 2.620
C -3.80408 0.37597 -1.18047 1.726 -0.037 -0.619
N -4.86656 0.04778 -2.12392 0.124 0.527 0.273
C -6.11029 0.63080 -1.64870 -1.340 0.190 -0.433
C -7.28164 0.62919 -2.66176 0.287 -1.126 1.562
O -7.20184 1.59592 -3.64011 -0.173 -0.179 -1.035
C -7.57905 2.88723 -3.26790 1.187 1.159 -1.496
H -0.00551 0.71487 -2.38245 0.028 -0.059 0.027
H -0.42549 1.47227 -3.94779 -0.005 0.341 0.279
H -0.70802 -0.19383 -3.77576 -0.111 -0.398 0.382
H -1.72134 0.17641 -0.87931 0.554 0.647 0.136
H -2.17280 -0.91512 -2.05143 -0.513 -0.191 -0.706
H -3.81135 1.43974 -0.94289 -0.017 0.626 -0.071
H -3.89129 -0.04880 -0.18043 -0.201 -0.764 -0.264
H -4.65068 0.70079 -2.86357 0.239 -0.425 -0.975
H -5.95450 1.69309 -1.46057 0.050 0.258 0.784
H -6.49670 0.11558 -0.76931 0.334 0.084 0.226
H -8.19740 0.77910 -2.08990 -0.195 -0.062 0.203
H -7.33604 -0.37072 -3.09224 -0.033 0.122 -0.448
H -8.60925 3.13900 -3.01611 -0.127 -0.864 0.740
H -7.45269 3.44156 -4.19788 0.059 0.217 -0.142
H -6.80810 3.30994 -2.62364 -0.460 0.204 0.690
C 2.42667 -3.76239 -0.40264 0.408 -0.129 -0.979
O 1.71902 -2.50357 -0.44425 2.047 -0.603 -0.366
C 0.67746 -2.35112 0.44164 -1.373 1.021 1.066
C 1.07195 -2.03660 1.92736 1.224 -1.366 0.146
N 2.27176 -1.10586 2.12573 -2.818 0.514 -2.138
C 1.86099 0.28707 1.62239 1.818 -0.351 1.131
C 1.04537 1.02107 2.65088 -2.275 0.161 -0.399
O 0.01390 1.85517 2.03254 1.300 0.420 -0.256
C -1.22651 1.23961 1.70887 1.600 -0.025 1.213
H 1.98253 -4.52187 -1.04609 -0.914 -0.016 0.349
H 2.65902 -4.19231 0.57168 -0.383 0.376 0.258
H 3.37338 -3.65844 -0.93278 0.211 0.706 0.284
H 0.03142 -3.22531 0.36085 -0.271 -0.096 0.550
H 0.10867 -1.49789 0.07211 -0.188 0.066 -0.289
H 1.38393 -3.01930 2.28099 0.384 0.001 0.404
H 0.25114 -1.83810 2.61654 -0.244 0.460 -0.465
H 2.74866 -1.39409 1.28335 1.218 -0.359 0.080
H 1.42281 0.24124 0.62540 -0.302 0.135 0.100
H 2.79938 0.84020 1.58286 0.213 -0.095 -0.597
H 1.55109 1.71610 3.32116 0.428 -0.323 -0.284
H 0.61370 0.22632 3.25928 -0.495 0.234 0.438
H -1.00413 0.26757 1.26866 -0.535 -0.233 -0.156
H -1.76106 1.90207 1.02806 -0.127 -0.148 0.164
H -1.65958 1.15234 2.70533 -1.116 -0.455 -0.400
C 1.09949 3.25029 -1.02953 -0.660 0.655 1.868
O 0.51090 3.68053 -2.22875 0.382 -0.226 -2.225
C -0.82380 4.10136 -2.09641 0.813 0.766 0.731
C -1.56128 4.39725 -3.39426 -1.318 1.163 0.321
N -1.21283 5.67550 -4.10109 0.895 -4.506 -0.377
C -0.08809 5.51844 -4.98235 0.062 2.188 -0.438
C 0.00012 6.78763 -5.76187 -0.632 0.835 -1.627
O -1.11986 7.02725 -6.65273 0.703 -4.016 1.953
C -1.10366 8.25970 -7.21812 0.208 1.630 -0.739
H 0.96568 4.07929 -0.33458 -0.612 -0.227 0.745
H 2.17489 3.14134 -0.88897 0.224 -0.204 -1.695
H 0.63000 2.32814 -0.68702 -0.126 0.098 0.292
H -0.81166 5.05738 -1.57298 -0.141 0.183 0.479
H -1.43128 3.41908 -1.50180 -0.067 -0.305 -0.206
H -2.60829 4.56128 -3.13936 -0.014 -0.312 0.362
H -1.56371 3.58003 -4.11555 0.463 0.015 -0.225
H -1.98279 6.20494 -4.48443 -0.307 0.806 0.098
H -0.10544 4.64246 -5.63078 -0.558 -0.375 0.273
H 0.86762 5.51175 -4.45826 -0.082 -0.575 0.691
H 0.91671 6.69845 -6.34495 0.176 0.649 -0.039
H 0.00053 7.60271 -5.03817 0.571 0.332 -0.047
H -1.65779 8.23476 -8.15642 -0.267 0.059 0.235
H -0.08026 8.52064 -7.48768 0.091 0.502 0.084
H -1.54588 8.93254 -6.48339 0.116 0.773 -0.401
C -0.39163 6.06660 11.42698 0.897 1.230 0.793
O 0.69842 5.63180 10.65316 0.091 -0.097 -0.444
C 0.32745 4.51618 9.92314 -0.212 -1.785 -1.758
C 1.36067 4.18294 8.82789 1.143 1.209 0.869
N 1.36218 5.09006 7.70827 -0.718 -0.545 -1.219
C 0.38497 4.72305 6.62049 1.005 0.329 1.408
C 0.23107 5.83868 5.62803 -0.112 0.216 -0.611
O 0.10942 5.40939 4.25282 0.876 -0.052 0.531
C 1.31899 4.90140 3.63974 -0.817 0.386 -0.338
H -1.24673 6.50882 10.91577 -0.028 -0.368 -0.783
H 0.08105 6.91548 11.92103 -0.502 -0.148 0.849
H -0.74994 5.27932 12.09023 0.086 0.093 0.259
H -0.63581 4.75649 9.47315 -0.381 -0.455 -0.204
H 0.26747 3.59489 10.50257 -0.406 0.076 0.683
H 1.52755 3.16077 8.48817 -0.717 -0.176 0.318
H 2.27776 4.47432 9.33990 0.456 -0.475 0.252
H 1.21728 5.96810 8.18593 -0.404 0.707 -0.825
H -0.62470 4.54864 6.99229 -0.034 -0.574 0.317
H 0.76962 3.81494 6.15627 -0.037 -0.060 -0.006
H 0.99599 6.60427 5.75796 0.425 -0.121 -0.243
H -0.69914 6.30778 5.94862 -0.186 0.328 -0.880
H 1.62111 3.89707 3.93663 -0.190 -0.035 0.518
H 2.18322 5.56313 3.69736 -0.075 0.283 0.481
H 1.08834 4.82188 2.57740 -0.182 -0.018 0.007
C 2.35659 -7.12097 -3.11024 -0.665 -1.160 0.797
O 3.34735 -7.20142 -4.07469 1.265 0.016 -0.634
C 4.35339 -8.25307 -3.97343 -0.473 -0.116 -0.796
C 4.29958 -9.09727 -5.31522 2.160 0.801 2.259
N 3.02034 -9.70011 -5.43113 -0.785 0.327 -1.745
C 2.70581 -9.86667 -6.87295 -0.952 -0.042 -0.345
C 1.26772 -10.38383 -7.08261 0.448 0.188 1.303
O 0.42783 -9.31662 -6.53860 0.429 -2.053 -0.875
C -0.96456 -9.61871 -6.55095 0.223 2.430 -0.023
H 1.84714 -8.08454 -3.10105 -0.678 -0.013 0.100
H 1.65207 -6.30950 -3.29267 0.166 -0.066 -0.482
H 2.66948 -6.99434 -2.07382 0.708 0.212 0.145
H 4.22330 -8.91316 -3.11584 -0.519 0.057 0.135
H 5.29556 -7.72936 -3.81177 0.192 -0.204 -0.338
H 5.04665 -9.89076 -5.33419 0.293 -0.132 0.575
H 4.72439 -8.42102 -6.05707 -0.951 0.384 -0.813
H 2.38691 -8.98269 -5.10832 -0.589 -0.054 0.017
H 3.47183 -10.42777 -7.40820 -0.091 -0.691 0.412
H 2.74725 -8.92071 -7.41288 -0.058 0.557 0.150
H 1.11361 -11.31705 -6.54091 -0.003 0.065 0.791
H 1.02460 -10.74616 -8.08147 -0.026 1.032 -0.610
H -1.32629 -10.43977 -5.93201 0.366 -0.291 -0.287
H -1.36789 -9.52710 -7.55944 0.036 -1.050 -0.305
H -1.34133 -8.67707 -6.15163 -0.497 -0.179 0.600

***

55
Properties=species:S:1:pos:R:3:forces:R:3 method="wB97M-V/def2-TZVPD" smiles="Cc1c(CCC(=O)NCCC(=O)O)c(=O)oc2c(C)c3oc4c(c3cc12)CCCC4" e_tot_ev=-38034.1604 e_homo_ev=-7.878 charge=0
C 0.52330 3.43636 -0.31430 0.105 -0.080 -0.022
C 0.87040 2.04365 -0.73144 0.506 -0.099 -0.237
C 2.13434 1.68575 -1.07659 -0.377 0.284 -0.120
C 2.43336 0.32208 -1.48348 0.684 0.002 -0.246
O 3.53370 -0.05520 -1.85188 -0.506 0.095 -0.082
O 1.44816 -0.59293 -1.44541 0.070 -0.304 -0.026
C 0.19084 -0.28690 -1.03556 -0.963 0.344 0.310
C -0.69415 -1.36569 -0.96028 -0.016 -0.034 -0.035
C -1.98351 -1.05203 -0.57111 0.536 1.107 0.022
C -2.38807 0.26765 -0.25399 0.280 -0.478 -0.165
C -1.48064 1.30874 -0.31414 -0.034 -0.291 -0.046
C -0.16929 1.03945 -0.70950 0.071 -0.498 -0.099
H -1.78843 2.30396 -0.04299 0.009 0.169 0.033
C -3.77238 0.15431 0.10056 -0.313 -0.552 -0.042
C -4.08527 -1.15871 -0.02824 -0.266 0.944 0.230
O -3.02094 -1.91118 -0.43146 0.098 -0.501 -0.077
C -5.41452 -1.77119 0.22937 0.129 -0.137 -0.111
H -5.65519 -2.49578 -0.55142 -0.004 -0.030 0.023
C -6.45794 -0.65105 0.28331 0.092 -0.036 0.201
H -7.39683 -1.04469 0.67518 -0.013 -0.007 -0.065
C -5.96966 0.50527 1.15720 -0.081 0.135 -0.203
H -6.77251 1.23174 1.29289 0.001 -0.012 0.077
H -5.69602 0.11711 2.14019 -0.016 0.015 0.087
C -4.75347 1.19160 0.53008 -0.042 -0.093 0.061
H -4.29072 1.87522 1.24507 -0.017 0.060 -0.015
H -5.06321 1.78309 -0.33767 -0.004 0.085 0.047
H -6.64246 -0.28081 -0.72711 -0.059 -0.010 -0.054
H -5.39010 -2.31158 1.18109 -0.027 -0.058 -0.025
C -0.24293 -2.75941 -1.25036 0.025 0.012 0.035
H 0.24140 -2.80595 -2.22384 0.014 -0.085 -0.061
H -1.08968 -3.43882 -1.22715 -0.010 -0.087 -0.035
H 0.48620 -3.06329 -0.49964 0.018 -0.104 -0.028
C 3.34857 2.56803 -0.95911 0.003 -0.038 -0.027
H 4.15501 2.08420 -1.51316 -0.098 0.159 0.009
H 3.18003 3.55231 -1.39777 0.030 -0.020 -0.004
C 3.74580 2.71026 0.52507 -0.135 -0.057 -0.005
C 3.43537 1.41180 1.26082 0.443 0.545 0.103
O 2.47287 1.29182 1.99169 -0.341 -0.002 0.213
N 4.30658 0.40977 1.02249 0.349 -0.316 -0.116
H 5.03361 0.53817 0.33667 -0.113 0.149 0.001
C 4.05629 -0.94537 1.46796 -0.218 -0.206 0.190
H 4.63395 -1.14742 2.37784 -0.159 -0.047 -0.057
H 2.99265 -1.01113 1.72034 0.213 -0.016 -0.010
C 4.40103 -1.96583 0.38389 -0.009 0.116 0.034
C 3.53590 -3.19251 0.44676 -0.082 -0.028 0.128
O 2.40909 -3.24925 0.86131 -0.154 0.071 0.105
O 4.16478 -4.26275 -0.05848 0.447 -0.376 -0.292
H 3.57679 -5.03452 -0.05729 -0.124 0.292 0.116
H 5.44803 -2.26681 0.41434 -0.004 0.000 -0.031
H 4.20939 -1.52114 -0.60152 0.052 -0.142 0.103
H 3.15752 3.49535 0.99970 0.051 -0.076 0.061
H 4.80383 2.95924 0.61176 0.024 0.058 0.035
H 1.32509 4.13131 -0.53900 0.034 0.069 0.009
H 0.34268 3.45062 0.75976 -0.049 0.050 0.103
H -0.37857 3.77309 -0.82143 -0.050 0.056 -0.002